{"formula": "H2O7P2RuTe4", "method": "ωB97M-V with the def2-TZVPD basis set", "homo_ev": [-8.68, -8.56], "e_tot_ha": -2377.80407, "orbital_gap_ev": [5.3, 5.0], "symbols": ["Ru", "Te", "Te", "Te", "Te", "O", "P", "O", "O", "O", "P", "O", "O", "O", "H", "H"], "coordinates": [[0.705, 0.689, -0.417], [3.122, 0.284, 0.155], [4.463, 2.587, -0.026], [2.552, 4.442, 0.032], [0.248, 3.077, -0.037], [-1.433, 0.468, 1.642], [-2.128, 0.085, 0.239], [-3.584, 0.090, 0.274], [-1.372, 0.974, -0.769], [-1.575, -1.425, -0.049], [-0.048, -1.789, -0.401], [-0.098, -3.350, -0.597], [0.834, -1.396, 0.753], [0.380, -1.052, -1.662], [-1.779, -0.067, 2.364], [-0.288, -3.616, -1.501]], "atomic_forces_ev_per_a": [[1.2644, -0.5145, 0.4226], [-0.8978, 0.6873, -0.5270], [-0.2045, -0.2193, 0.1607], [0.1351, 0.0881, 0.0137], [0.2570, -0.1464, -0.3360], [-0.0573, -0.0980, -0.1641], [-0.3207, 0.1983, -0.1574], [-0.0445, -0.0889, -0.0185], [0.3481, -0.2091, 0.6070], [0.3022, -0.3381, -0.0278], [-0.7142, -0.2598, -0.1924], [0.1417, 0.0485, 0.1254], [-0.0692, 0.5940, -0.0637], [0.0045, 0.3154, 0.1608], [-0.0706, -0.0026, 0.1436], [-0.0743, -0.0549, -0.1470]]}